(1)
DFT (ωB97M-V/def2-TZVPD) results for a cluster of 9 separate species, H18O9 in total at a distorted geometry.

Last columns: bonded neighbours and bond lengths (Å).
Atoms and positions in Å:
1 O -0.9327 -0.0209 -0.1112  H2 0.974, H3 0.959
2 H -0.0538 -0.1783 -0.5010  O1 0.974
3 H -1.5392 -0.3096 -0.7952  O1 0.959
4 O 3.6154 -1.2415 2.7740  H5 0.929, H6 0.967
5 H 3.9249 -0.3905 2.5658  O4 0.929
6 H 2.6525 -1.2283 2.6883  O4 0.967
7 O -1.8567 2.6318 -0.2757  H8 0.993, H9 0.946
8 H -1.4628 2.5989 0.6348  O7 0.993
9 H -1.1605 2.5716 -0.9140  O7 0.946
10 O -1.3264 -0.8236 -3.1686  H11 0.975, H12 0.961
11 H -1.1182 0.0965 -3.4146  O10 0.975
12 H -0.4825 -1.2818 -3.1302  O10 0.961
13 O 1.6531 1.0967 -4.1536  H14 0.932, H15 0.971
14 H 0.8127 1.4863 -4.2593  O13 0.932
15 H 1.5549 0.3517 -3.5382  O13 0.971
16 O 1.9108 1.5681 0.0878  H17 0.950, H18 0.970
17 H 1.3913 1.2583 -0.6443  O16 0.950
18 H 2.7055 1.8818 -0.3706  O16 0.970
19 O -2.1097 -3.0189 0.1012  H20 0.936, H21 0.987
20 H -1.4097 -2.5085 0.4555  O19 0.936
21 H -1.8472 -3.9578 0.2584  O19 0.987
22 O 2.0186 0.8851 3.2254  H23 1.026, H24 0.953
23 H 1.1083 1.1050 2.8056  O22 1.026
24 H 2.2885 1.7876 3.3675  O22 0.953
25 O -3.0753 -1.1591 1.8137  H26 0.931, H27 0.971
26 H -3.1043 -0.6560 1.0307  O25 0.931
27 H -3.4377 -1.9680 1.4164  O25 0.971

The net charge is 0. For the orbital gap, the calculation gives 10.07 eV. For the relative energy (zero: lowest compared OMol25 entry of this formula, charge and spin), the calculation gives 345.61 kJ/mol. As for the calculated total energy: -18718.553 eV. The SMILES is O.O.O.O.O.O.O.O.O.

Here are the Mulliken charges for atoms 1 to 4, given in e:
1. O -0.558
2. H 0.202
3. H 0.374
4. O -0.619

---

(2)
DFT (ωB97M-V/def2-TZVPD) results for a cluster of 9 separate species, H18O9 in total at a distorted geometry.

Last columns: bonded neighbours and bond lengths (Å).
Atoms and positions in Å:
1 O -20.0242 -15.3810 -3.7430  H2 0.957, H3 0.957
2 H -19.3178 -14.7599 -3.9201  O1 0.957
3 H -19.8305 -15.7222 -2.8699  O1 0.957
4 O -20.8206 -20.1281 -2.5835  H5 0.957, H6 0.957
5 H -20.8251 -19.5964 -3.3795  O4 0.957
6 H -21.1028 -19.5284 -1.8928  O4 0.957
7 O -17.0235 -20.8589 -4.8993  H8 0.957, H9 0.957
8 H -17.0766 -19.9033 -4.8822  O7 0.957
9 H -17.5109 -21.1124 -5.6831  O7 0.957
10 O -19.5425 -16.7137 -1.5736  H11 0.957, H12 0.957
11 H -20.3842 -17.0524 -1.2685  O10 0.957
12 H -18.9201 -17.4177 -1.3910  O10 0.957
13 O -17.2083 -17.9182 -5.4625  H14 0.957, H15 0.957
14 H -17.4042 -17.4536 -6.2761  O13 0.957
15 H -16.2575 -18.0281 -5.4718  O13 0.957
16 O -22.4822 -14.5401 -5.3680  H17 0.957, H18 0.957
17 H -22.3554 -13.6544 -5.7082  O16 0.957
18 H -21.6782 -14.7286 -4.8840  O16 0.957
19 O -22.1916 -19.2240 -5.6344  H20 0.957, H21 0.957
20 H -22.8598 -18.5864 -5.8857  O19 0.957
21 H -21.4269 -18.6942 -5.4093  O19 0.957
22 O -19.9804 -18.0181 -4.6721  H23 0.957, H24 0.957
23 H -20.1062 -17.1316 -4.3337  O22 0.957
24 H -19.0385 -18.0836 -4.8292  O22 0.957
25 O -20.4192 -21.2102 -5.5719  H26 0.957, H27 0.957
26 H -20.4377 -21.4776 -6.4908  O25 0.957
27 H -20.9787 -20.4343 -5.5364  O25 0.957

The net charge is 0. For the orbital gap, the calculation gives 10.30 eV. For the relative energy (zero: lowest compared OMol25 entry of this formula, charge and spin), the calculation gives 209.39 kJ/mol. As for the calculated total energy: -18719.965 eV. The SMILES is O.O.O.O.O.O.O.O.O.

Here are the Mulliken charges for atoms 1 to 4, given in e:
1. O -0.751
2. H 0.319
3. H 0.384
4. O -0.623

---

no.,LUMO level (hartree)
1,-0.0256
2,-0.0027